No. 1
# C5H12N2

C5H12N2 in the gas phase in a non-equilibrium geometry (the ωB97M-V functional and the def2-TZVPD basis, the OMol25 dataset).

Each line ends with the Löwdin spin population.
Positions of all 19 atoms, in Å:
H  -2.34208  -1.55170  0.98927  0.00
H  -2.88426  0.66355  -0.41654  0.00
H  0.30397  -0.08798  -1.26045  0.12
C  2.72237  -0.41837  -0.13972  0.24
N  1.01890  1.39207  0.05847  0.51
H  2.85180  -1.35437  0.26039  0.01
H  -0.75033  -1.97933  1.01479  0.00
C  -1.43408  -1.48076  0.44045  0.01
C  0.27492  0.20462  -0.22847  0.21
H  3.55381  0.33985  0.11903  0.04
H  -0.95204  0.40533  1.52015  0.01
C  -1.98908  1.06176  -0.15248  0.02
N  1.49990  0.14276  0.54670  0.43
H  1.56837  1.76971  -0.69771  0.24
H  -1.49023  -1.94412  -0.48627  0.01
C  -0.97228  0.00989  0.44246  0.01
H  2.42106  -0.50476  -1.25670  0.11
H  -1.46538  1.36525  -1.14877  0.03
H  -1.93531  1.96657  0.39541  0.00

Atoms 1-6, force components in eV/Å:
-1.02 -0.07 0.13
-2.85 -0.87 -0.28
0.41 -0.42 -0.97
0.04 3.49 -0.76
-0.09 -3.52 2.48
0.57 -2.29 1.12

Properties
* multiplicity: 3
* lowest unoccupied orbital energy (spin up / spin down): 0.035 / -0.126 Ha
* energy above the lowest of the compared OMol25 structures with the same formula, charge and spin: 4.271 eV
* E_HOMO (spin up / spin down): -2.79 / -11.73 eV
* frontier orbital gap (spin up / spin down): 3.75 / 8.29 eV

=====

No. 2
# C27H47IN7SbV

A molecular structure, C27H47IN7SbV in a non-equilibrium geometry (the ωB97M-V functional and the def2-TZVPD basis, the OMol25 dataset).

Each line ends with the Löwdin spin population.
Positions of all 84 atoms, in Å:
H  -1.87416  3.52918  2.94354  0.00
H  -3.52634  -2.85459  -1.82946  0.00
C  -1.05509  2.93990  3.35837  0.00
C  -3.61670  2.40268  0.30883  0.00
H  -0.12659  3.47758  3.17008  0.00
H  -1.57166  4.42695  -0.39273  0.00
C  -2.48858  -2.57863  -1.94947  0.01
C  1.65119  -1.66165  -2.19639  0.08
Sb  -0.67989  1.32865  0.65733  0.00
H  -3.57548  -2.79326  1.99971  0.00
H  -0.08673  5.32241  -0.12920  0.00
H  -4.63991  2.16431  0.00880  0.00
H  -0.50314  -1.62541  3.32480  0.00
H  -0.10822  -2.32376  -4.36170  0.00
H  -2.49112  -0.14423  2.66493  0.00
H  1.56971  -3.76035  0.98718  0.00
C  -2.67281  1.29863  -0.16001  0.00
C  -2.01177  -2.40769  0.58820  0.05
N  1.38033  -3.00374  1.63433  0.01
C  -3.24616  -3.13145  1.01883  0.01
H  -0.20288  0.98234  3.23332  0.00
H  4.02366  -0.60748  -1.47436  0.00
C  1.55612  3.34804  0.68095  0.00
H  1.48937  3.46203  1.76593  0.00
C  -1.69290  -2.25126  -0.86748  0.04
H  3.46658  -2.91523  1.57833  0.00
H  -2.14298  2.19183  -2.06538  0.00
C  3.45167  -1.07248  -0.66788  0.00
H  -2.50910  -2.82395  -4.08049  0.00
C  2.51971  -1.84868  -3.39492  0.01
C  -1.90802  -2.56822  -3.21842  0.05
H  2.22632  0.56524  1.94799  0.00
H  -1.69421  -2.92513  3.20503  0.00
C  -0.66328  4.45604  0.20492  0.00
C  2.67351  -2.69263  2.29341  0.00
C  -2.34411  0.80448  3.18041  0.00
H  2.06419  4.23551  0.29765  0.00
C  0.18854  -1.94079  -2.25905  0.05
C  0.18284  3.20038  0.02792  0.00
N  -0.40959  -1.89912  -1.06088  0.01
H  2.65938  -0.89010  -3.90425  0.01
H  -2.36252  0.61150  4.25583  0.00
V  0.65430  -1.20201  0.47246  2.57
C  0.29777  -3.49516  2.54517  0.00
H  3.42473  0.87206  0.21649  0.00
H  -3.21192  1.42621  2.95629  0.00
H  2.77234  1.50537  -2.17794  0.00
H  2.19898  2.49125  0.46417  0.00
N  2.42590  -0.35373  1.56753  0.02
H  0.70924  -3.79055  3.51180  0.00
H  0.56131  2.28616  -5.78535  0.00
N  0.77481  1.21129  -2.71783  0.00
H  -3.36498  3.35849  -0.14716  0.00
C  2.02222  1.59341  -2.94947  0.00
H  -1.19936  2.90328  4.44113  0.00
N  0.12828  1.47644  -3.86419  0.00
H  -4.05954  -2.97787  0.31322  0.00
C  -2.58249  1.26504  -1.68597  0.00
H  3.50256  -2.22283  -3.11227  0.00
H  3.91752  -2.04189  -0.46915  0.00
H  0.33580  3.02782  -1.03955  0.00
H  -3.06546  0.33668  0.18952  0.00
H  -3.57889  1.17382  -2.12608  0.00
H  2.08278  -2.54535  -4.10608  0.00
C  -0.82991  -2.47044  2.71762  0.01
C  3.51545  -0.15602  0.56333  0.01
C  -0.56135  -2.27809  -3.38144  0.01
C  2.75177  -1.23752  2.70528  0.01
H  3.74452  -1.02321  3.11192  0.00
H  2.84062  -3.33732  3.15918  0.00
H  -3.06040  -4.20752  1.07171  0.00
H  2.02509  -1.02954  3.49436  0.00
H  -1.97161  0.42987  -2.04168  0.00
C  -1.04944  1.52310  2.79123  0.00
C  0.92837  2.00894  -4.81152  0.00
H  -0.12901  -4.38762  2.08614  0.00
H  4.49556  -0.24666  1.03881  0.00
H  -0.94420  4.63531  1.24124  0.00
H  -3.61386  2.54117  1.38927  0.00
H  -0.86098  1.30413  -3.92642  0.00
N  -1.07850  -1.99512  1.36523  0.01
C  2.18161  2.09776  -4.25245  0.00
I  3.91038  2.79911  -5.11145  0.00
N  2.06083  -1.29613  -1.03166  0.00

Atoms 1-6, force components in eV/Å:
-0.01 -0.02 0.02
0.00 0.00 0.02
0.02 0.02 -0.02
0.02 0.05 0.02
-0.02 0.00 0.01
-0.02 -0.01 -0.02

Properties
* multiplicity: 4
* lowest unoccupied orbital energy (spin up / spin down): -0.216 / -0.231 Ha
* energy above the lowest of the compared OMol25 structures with the same formula, charge and spin: 0.130 eV
* net charge: +2
* E_HOMO (spin up / spin down): -12.69 / -13.14 eV
* frontier orbital gap (spin up / spin down): 6.81 / 6.86 eV

=====

Please write out number 1 again, unchanged.
# C5H12N2

C5H12N2 in the gas phase in a non-equilibrium geometry (the ωB97M-V functional and the def2-TZVPD basis, the OMol25 dataset).

Each line ends with the Löwdin spin population.
Positions of all 19 atoms, in Å:
H  -2.34208  -1.55170  0.98927  0.00
H  -2.88426  0.66355  -0.41654  0.00
H  0.30397  -0.08798  -1.26045  0.12
C  2.72237  -0.41837  -0.13972  0.24
N  1.01890  1.39207  0.05847  0.51
H  2.85180  -1.35437  0.26039  0.01
H  -0.75033  -1.97933  1.01479  0.00
C  -1.43408  -1.48076  0.44045  0.01
C  0.27492  0.20462  -0.22847  0.21
H  3.55381  0.33985  0.11903  0.04
H  -0.95204  0.40533  1.52015  0.01
C  -1.98908  1.06176  -0.15248  0.02
N  1.49990  0.14276  0.54670  0.43
H  1.56837  1.76971  -0.69771  0.24
H  -1.49023  -1.94412  -0.48627  0.01
C  -0.97228  0.00989  0.44246  0.01
H  2.42106  -0.50476  -1.25670  0.11
H  -1.46538  1.36525  -1.14877  0.03
H  -1.93531  1.96657  0.39541  0.00

Atoms 1-6, force components in eV/Å:
-1.02 -0.07 0.13
-2.85 -0.87 -0.28
0.41 -0.42 -0.97
0.04 3.49 -0.76
-0.09 -3.52 2.48
0.57 -2.29 1.12

Properties
* multiplicity: 3
* lowest unoccupied orbital energy (spin up / spin down): 0.035 / -0.126 Ha
* energy above the lowest of the compared OMol25 structures with the same formula, charge and spin: 4.271 eV
* E_HOMO (spin up / spin down): -2.79 / -11.73 eV
* frontier orbital gap (spin up / spin down): 3.75 / 8.29 eV

=====

What did the first record say?
# C5H12N2

C5H12N2 in the gas phase in a non-equilibrium geometry (the ωB97M-V functional and the def2-TZVPD basis, the OMol25 dataset).

Each line ends with the Löwdin spin population.
Positions of all 19 atoms, in Å:
H  -2.34208  -1.55170  0.98927  0.00
H  -2.88426  0.66355  -0.41654  0.00
H  0.30397  -0.08798  -1.26045  0.12
C  2.72237  -0.41837  -0.13972  0.24
N  1.01890  1.39207  0.05847  0.51
H  2.85180  -1.35437  0.26039  0.01
H  -0.75033  -1.97933  1.01479  0.00
C  -1.43408  -1.48076  0.44045  0.01
C  0.27492  0.20462  -0.22847  0.21
H  3.55381  0.33985  0.11903  0.04
H  -0.95204  0.40533  1.52015  0.01
C  -1.98908  1.06176  -0.15248  0.02
N  1.49990  0.14276  0.54670  0.43
H  1.56837  1.76971  -0.69771  0.24
H  -1.49023  -1.94412  -0.48627  0.01
C  -0.97228  0.00989  0.44246  0.01
H  2.42106  -0.50476  -1.25670  0.11
H  -1.46538  1.36525  -1.14877  0.03
H  -1.93531  1.96657  0.39541  0.00

Atoms 1-6, force components in eV/Å:
-1.02 -0.07 0.13
-2.85 -0.87 -0.28
0.41 -0.42 -0.97
0.04 3.49 -0.76
-0.09 -3.52 2.48
0.57 -2.29 1.12

Properties
* multiplicity: 3
* lowest unoccupied orbital energy (spin up / spin down): 0.035 / -0.126 Ha
* energy above the lowest of the compared OMol25 structures with the same formula, charge and spin: 4.271 eV
* E_HOMO (spin up / spin down): -2.79 / -11.73 eV
* frontier orbital gap (spin up / spin down): 3.75 / 8.29 eV

=====

Question: Among the records above, which one has the lowest multiplicity?
Answer: C5H12N2

=====

Question: Which of these has the lowest multiplicity?
Answer: C5H12N2